A cluster of 9 separate species, C34H58F2N4O15 in total at a distorted geometry. Source: the OMol25 dataset; level of theory: ωB97M-V/def2-TZVPD.

```
113
Properties=species:S:1:pos:R:3
C 3.943 3.688 0.161
C 3.210 3.283 1.472
C 2.717 4.524 2.280
C 2.206 4.193 3.626
N 1.927 3.895 4.697
H 4.891 4.174 0.451
H 3.297 4.425 -0.306
H 4.204 2.861 -0.490
H 3.819 2.677 2.095
H 2.225 2.769 1.230
H 1.809 4.921 1.750
H 3.536 5.261 2.254
C -3.885 -3.043 7.368
C -4.649 -2.976 6.062
C -5.440 -1.596 5.860
C -4.541 -0.509 6.036
N -3.735 0.305 6.037
H -4.520 -3.545 8.063
H -3.488 -2.102 7.703
H -2.997 -3.644 7.285
H -5.264 -3.919 5.981
H -4.129 -3.017 5.114
H -6.421 -1.469 6.448
H -5.802 -1.451 4.822
C -2.435 -0.477 -6.429
C -1.060 -0.009 -5.910
C -1.032 0.446 -4.461
C -1.115 -0.626 -3.517
N -1.310 -1.466 -2.772
H -2.351 -0.727 -7.518
H -3.085 0.369 -6.395
H -2.704 -1.417 -5.853
H -0.746 0.793 -6.584
H -0.354 -0.804 -6.021
H -1.930 0.964 -4.262
H -0.230 1.124 -4.230
C -4.066 0.308 -1.875
C -3.181 1.201 -1.044
C -3.402 2.682 -1.563
C -2.943 2.843 -2.941
N -2.643 2.969 -4.040
H -4.023 -0.687 -1.578
H -3.835 0.317 -2.984
H -5.088 0.565 -1.696
H -2.166 0.894 -1.031
H -3.413 1.185 0.069
H -2.809 3.337 -0.976
H -4.445 2.834 -1.490
C 5.346 -0.724 -2.881
C 5.574 0.771 -2.794
O 4.542 1.474 -3.501
C 4.636 2.796 -3.443
O 5.511 3.495 -3.012
O 3.545 3.282 -4.033
C 3.458 4.660 -4.069
H 6.242 -1.197 -2.519
H 5.362 -1.076 -3.865
H 4.533 -1.060 -2.275
H 6.472 0.982 -3.430
H 5.757 1.229 -1.851
H 2.611 4.951 -4.702
H 4.346 4.990 -4.669
H 3.455 5.107 -3.067
C 0.736 2.605 -1.401
C 1.331 1.202 -1.669
O 2.497 1.033 -0.852
C 2.382 0.309 0.217
O 1.438 -0.291 0.631
O 3.595 0.295 0.797
C 3.683 -0.654 1.929
H 0.184 2.561 -0.471
H 0.026 2.837 -2.171
H 1.375 3.441 -1.584
H 1.750 1.216 -2.693
H 0.587 0.456 -1.433
H 4.690 -0.473 2.332
H 3.509 -1.648 1.565
H 2.992 -0.313 2.728
C 2.347 -3.653 -2.376
C 1.167 -3.301 -1.462
O 1.669 -3.546 -0.079
C 0.808 -3.231 0.856
O -0.340 -2.869 0.691
O 1.383 -3.460 2.052
C 0.568 -3.326 3.246
H 2.074 -3.599 -3.400
H 2.524 -4.698 -2.125
H 3.249 -3.004 -2.195
H 0.360 -3.955 -1.633
H 0.877 -2.291 -1.578
H -0.499 -3.204 3.061
H 0.926 -2.440 3.730
H 0.696 -4.238 3.801
C -1.416 -0.534 3.267
C -0.543 0.294 4.109
O -0.306 1.432 3.272
C -1.401 1.548 2.456
O -1.721 2.410 1.711
O -2.162 0.402 2.524
F 0.625 -0.188 4.556
H -2.133 -1.066 3.920
H -1.002 -1.331 2.654
H -1.093 0.673 4.933
C -3.323 -3.215 -0.428
C -3.179 -2.163 0.680
O -2.692 -2.943 1.740
C -2.813 -4.245 1.452
O -2.427 -5.096 2.202
O -3.240 -4.477 0.246
F -4.416 -1.745 1.007
H -2.469 -3.166 -1.116
H -4.270 -3.026 -0.955
H -2.540 -1.326 0.472
```

Results
SMILES = O=C1OC[C@@H](F)O1.O=C1OC[C@@H](F)O1.CCOC(=O)OC.CCOC(=O)OC.CCOC(=O)OC.CCCC#N.CCCC#N.CCCC#N.CCCC#N
Net charge = 0
E_LUMO = 0.52 eV
Multiplicity = 1

Mulliken population analysis, charges in e, atoms 1 to 5: -1.03, 0.54, -0.38, 0.08, -0.49